# 1
Molecular formula: C24H42CaCl3N4O3Si
Method: DFT, ωB97M-V with the def2-TZVPD basis set

The geometry in XYZ format:
```
78
Properties=species:S:1:pos:R:3:forces:R:3
C -1.554 -2.198 -3.528 -0.01 0.23 -0.09
C -1.105 -3.242 -2.551 0.29 -0.71 0.56
H -1.341 -2.491 -4.563 -0.11 0.22 0.15
H -1.067 -1.231 -3.311 -0.15 -0.41 -0.08
H -2.641 -2.035 -3.428 0.31 -0.06 -0.03
C -0.658 -4.465 -2.870 -0.25 0.53 0.03
C -0.455 -4.992 -4.251 0.04 -0.32 -0.32
H -0.390 -5.160 -2.073 -0.02 0.19 0.00
H -0.675 -4.264 -5.040 0.06 -0.16 0.19
H -1.076 -5.879 -4.431 0.04 0.06 -0.05
H 0.586 -5.319 -4.374 -0.07 0.03 -0.09
Ca 0.048 0.333 -0.323 0.16 -1.58 0.04
Cl -2.499 0.190 0.355 -0.21 0.40 0.25
Cl 0.113 1.724 -2.576 0.18 0.15 0.06
H 0.636 4.930 3.335 0.06 -0.03 -0.06
H -1.509 5.777 2.047 0.06 -0.03 -0.18
C 0.999 4.592 2.359 -0.16 -0.04 -0.10
C -1.021 5.381 1.147 0.03 -0.36 0.03
N -0.132 4.284 1.495 0.23 0.60 0.37
H 1.601 3.692 2.479 -0.06 0.11 -0.03
C -0.320 3.049 1.041 0.73 -1.80 -0.26
O 0.450 2.085 1.266 -0.99 1.59 -0.10
H -1.776 4.990 0.462 0.02 0.21 0.06
H -1.217 2.893 0.418 0.08 0.20 0.12
H 1.597 5.390 1.910 0.01 -0.08 0.04
H -0.457 6.186 0.658 -0.14 -0.17 0.07
H 1.509 -1.694 -3.310 0.09 0.23 0.24
H 2.330 -3.775 -2.092 0.13 0.26 0.11
C 2.364 -1.115 -2.934 -0.31 -0.02 -0.07
C 3.232 -3.177 -1.890 0.08 0.16 0.24
N 2.902 -1.769 -1.750 0.35 0.00 0.46
H 2.039 -0.090 -2.713 0.11 -0.42 -0.04
C 2.952 -1.181 -0.540 -0.93 0.67 -0.58
O 2.443 -0.080 -0.262 0.85 -1.04 -0.17
H 3.693 -3.516 -0.950 -0.13 -0.05 -0.36
H 3.513 -1.779 0.208 -0.28 0.19 -0.11
H 3.138 -1.105 -3.714 -0.02 0.06 0.14
H 3.940 -3.316 -2.716 -0.03 -0.02 0.11
O -0.002 -1.856 -1.058 1.66 0.91 0.43
C -1.032 -2.716 -1.106 -1.15 0.18 -0.03
C 0.156 -4.303 0.526 -0.25 -0.13 0.26
C -1.033 -3.808 -0.007 -0.07 0.20 -0.66
H 1.098 -3.903 0.144 -0.27 -0.01 0.17
C 0.124 -5.273 1.537 -0.13 0.18 -0.38
H -1.950 -2.113 -0.944 -0.33 -0.61 0.08
C -2.254 -4.318 0.445 0.17 -0.27 0.12
H 1.067 -5.612 1.966 -0.25 -0.07 -0.01
C -1.100 -5.797 1.969 0.26 0.06 0.03
C -2.291 -5.326 1.413 0.10 0.18 -0.14
H -3.175 -3.919 0.012 0.24 -0.12 0.17
H -1.112 -6.568 2.743 -0.05 0.21 -0.20
H -3.248 -5.742 1.737 0.25 0.14 -0.05
Si -0.400 4.672 -5.495 -0.21 0.08 0.23
Cl -0.635 2.979 -6.693 -0.01 0.21 -0.40
C 1.426 4.742 -5.113 0.04 -0.04 0.10
C -1.542 4.305 -4.078 0.08 -0.06 0.18
C -0.923 6.278 -6.358 0.03 -0.20 -0.19
H 1.745 3.782 -4.686 -0.08 0.21 -0.04
H 1.646 5.536 -4.388 -0.01 -0.12 -0.10
H 2.006 4.935 -6.027 -0.15 -0.04 0.19
H -0.287 6.487 -7.232 -0.20 -0.04 0.20
H -0.830 7.131 -5.664 0.00 -0.33 -0.14
H -1.971 6.228 -6.690 0.30 0.01 0.07
H -1.244 3.350 -3.612 -0.11 0.37 -0.16
H -2.578 4.210 -4.431 0.22 0.11 0.03
H -1.492 5.084 -3.308 -0.08 -0.03 -0.05
C -0.524 -0.649 5.690 0.07 -0.13 -0.21
N 0.015 -0.999 4.379 -0.02 -0.04 -0.21
C 0.983 -1.960 4.135 -0.11 0.35 -0.97
C 1.208 -1.940 2.771 -0.56 0.63 0.93
N 0.405 -0.979 2.198 -0.48 0.33 0.05
C -0.321 -0.442 3.164 0.99 -0.96 0.36
H -1.025 -1.516 6.146 0.06 0.28 -0.17
H 0.284 -0.326 6.363 -0.24 -0.01 -0.23
H -1.245 0.170 5.566 0.22 -0.28 0.07
H 1.422 -2.566 4.904 -0.06 0.00 0.20
H 1.887 -2.559 2.198 -0.21 0.21 0.07
H -1.106 0.304 3.063 0.28 -0.18 -0.14
```
Forces are in eV/Å.

Results
Total energy in Eh: -3732.48292
Maximum force in eV/A: 2.0
Highest occupied orbital energy in Ha: -0.1618
Total charge: -1
Energy above the lowest of the compared OMol25 structures with the same formula, charge and spin in kcal per mole: 33.1

# 2
Molecular formula: C24H42N6
Method: DFT, ωB97M-V with the def2-TZVPD basis set

The geometry in XYZ format:
```
72
Properties=species:S:1:pos:R:3:forces:R:3
C -13.647 -9.872 13.443 -0.32 -0.45 0.89
C -13.252 -9.330 14.819 0.28 -0.18 0.69
C -12.004 -10.007 15.485 0.60 1.19 -1.81
C -10.818 -9.812 14.593 0.54 0.17 -0.36
N -9.927 -9.612 13.879 -0.99 -0.31 0.88
H -14.657 -9.563 13.175 0.10 0.36 -0.17
H -13.727 -10.957 13.507 0.20 -0.21 -0.14
H -12.936 -9.613 12.658 -0.04 0.10 0.09
H -13.990 -9.429 15.614 -0.67 -0.42 -0.42
H -13.145 -8.245 14.792 0.55 0.04 -0.20
H -12.116 -11.083 15.620 -0.24 0.14 0.27
H -11.789 -9.455 16.400 0.00 -0.42 0.24
C -14.104 -9.730 9.020 -0.53 1.18 -0.07
C -14.454 -8.312 9.575 0.69 -1.00 0.09
C -14.330 -7.205 8.533 0.16 -0.74 0.28
C -15.266 -7.510 7.455 -0.09 0.88 -0.11
N -16.017 -7.714 6.610 0.03 -0.16 -0.08
H -13.093 -9.737 8.612 0.13 -0.09 0.19
H -14.776 -9.929 8.185 -0.06 -0.30 -0.05
H -14.235 -10.513 9.767 0.09 0.07 0.03
H -13.759 -8.053 10.374 -0.10 -0.04 0.22
H -15.466 -8.280 9.979 0.04 -0.15 0.15
H -13.312 -7.181 8.144 0.03 0.04 -0.19
H -14.510 -6.263 9.051 -0.36 0.26 -0.43
C -15.257 -4.315 3.238 1.14 -0.50 1.05
C -15.386 -5.697 3.954 -0.84 1.04 -1.02
C -16.833 -6.208 3.811 0.53 -0.90 -0.16
C -17.915 -5.489 4.471 -1.05 1.13 1.31
N -18.780 -4.922 5.008 1.40 -0.94 -1.06
H -15.730 -3.558 3.863 -0.09 0.12 -0.22
H -15.579 -4.220 2.201 -0.46 -0.50 0.14
H -14.189 -4.101 3.196 0.09 0.34 0.11
H -15.080 -5.656 4.999 -0.24 0.32 0.01
H -14.714 -6.433 3.512 -0.17 -0.05 -0.30
H -16.806 -7.237 4.169 -0.48 -0.05 0.15
H -17.119 -6.244 2.760 0.19 -0.04 -0.17
C -17.596 -10.333 10.010 -0.34 0.25 0.93
C -18.779 -11.147 9.485 1.19 1.35 -0.53
C -18.407 -12.606 9.167 -0.46 0.06 -0.28
C -17.187 -12.923 8.349 -1.03 0.80 0.36
N -16.263 -13.197 7.721 -0.14 0.00 0.12
H -16.831 -10.076 9.277 0.00 -0.58 -0.06
H -17.196 -10.839 10.888 0.59 -0.24 -0.21
H -17.861 -9.372 10.451 -0.54 0.23 -0.19
H -19.162 -10.638 8.600 0.24 -0.26 -0.51
H -19.657 -11.045 10.122 0.24 -0.70 0.54
H -19.321 -12.886 8.643 0.31 -1.00 -0.32
H -18.316 -13.218 10.064 -0.07 0.12 0.13
C -20.914 -7.820 9.263 0.18 -0.05 0.19
C -20.262 -7.641 7.897 0.24 -1.66 -0.34
C -19.003 -6.769 7.802 -1.22 0.72 0.21
C -19.447 -5.394 8.162 -0.54 4.08 1.17
N -19.805 -4.304 8.486 1.33 -4.47 -1.29
H -20.294 -8.306 10.016 0.71 0.23 -0.17
H -21.713 -8.559 9.196 -0.54 0.46 -0.20
H -21.223 -6.868 9.696 -0.38 -0.10 -0.06
H -20.991 -7.428 7.114 -0.14 0.88 0.22
H -19.999 -8.642 7.556 0.52 -0.29 0.13
H -18.597 -6.777 6.790 -0.09 0.14 0.11
H -18.214 -7.107 8.474 -0.10 0.07 0.16
C -13.028 -9.056 5.077 -0.79 0.25 0.49
C -14.079 -9.881 4.291 1.01 0.39 0.95
C -13.562 -10.272 2.919 -0.46 1.31 -0.87
C -13.433 -9.116 1.966 -0.07 -1.94 2.13
N -13.258 -8.224 1.288 0.14 1.53 -1.28
H -12.099 -9.543 5.372 0.01 -0.43 -0.56
H -13.474 -8.798 6.037 -0.08 0.16 -0.02
H -12.790 -8.113 4.584 0.04 -0.02 -0.15
H -15.019 -9.329 4.290 0.02 0.02 -0.28
H -14.265 -10.794 4.857 -0.07 -0.12 -0.08
H -14.278 -10.930 2.425 0.47 -0.56 0.08
H -12.546 -10.641 3.060 -0.20 -0.59 -0.37
```
Forces are in eV/Å.

Results
Total energy in Eh: -1268.10857
Maximum force in eV/A: 4.8
Highest occupied orbital energy (spin up / spin down) in Ha: 0.0178 / -0.3224
2S+1: 2
Total charge: -1
<S²>: 0.750
Energy above the lowest of the compared OMol25 structures with the same formula, charge and spin in kcal per mole: 0.1

# 3
Molecular formula: C24H42NOP3Sn
Method: DFT, ωB97M-V with the def2-TZVPD basis set

The geometry in XYZ format:
```
72
Properties=species:S:1:pos:R:3:forces:R:3
Sn 0.150 -1.203 -0.643 0.81 -0.26 1.29
P 0.081 0.944 -2.173 -0.13 0.60 -0.95
P 1.127 1.679 1.886 1.51 0.77 2.56
P -2.128 1.906 0.875 -0.94 0.60 1.83
H -0.300 -4.646 -0.496 -0.19 -0.29 -0.58
C -1.071 -4.730 -1.278 -0.34 -0.26 0.18
C -0.964 -4.314 -2.539 -0.70 -0.18 -0.81
H -0.030 -3.968 -2.986 -0.21 0.14 0.14
C 1.128 0.461 -3.559 0.08 -0.11 -0.17
C 0.716 2.578 -1.713 0.16 0.12 0.48
C -1.544 1.298 -2.920 -0.22 -0.19 0.20
C 1.059 0.698 3.449 -0.78 -0.84 -0.28
C 2.955 1.614 1.660 0.10 -0.42 -1.15
C 1.010 3.383 2.587 -0.66 0.45 -0.89
C -3.843 1.590 0.268 -0.14 -0.60 -0.74
C -2.398 3.658 1.396 0.69 0.37 -0.61
C -2.278 1.110 2.530 0.21 -0.24 -0.21
H -2.001 -5.269 -1.044 0.43 0.32 0.33
H -1.856 -4.438 -3.220 1.30 0.10 0.65
H 1.048 -0.615 -3.750 0.11 0.21 -0.17
H 2.166 0.724 -3.321 -0.17 -0.15 -0.19
H 0.787 1.020 -4.439 0.29 -0.16 0.04
H 1.775 2.504 -1.426 -0.31 0.11 -0.11
H 0.135 3.027 -0.892 0.22 -0.17 -0.35
H 0.627 3.209 -2.613 0.08 -0.16 0.24
H -2.084 0.354 -3.112 0.15 0.50 -0.06
H -1.329 1.814 -3.873 -0.27 -0.19 0.37
H -2.140 1.958 -2.260 0.30 -0.36 -0.40
H 1.225 1.347 4.331 -0.05 -0.29 -0.59
H 1.843 -0.073 3.387 -0.41 0.21 0.15
H 0.073 0.212 3.533 0.54 0.07 0.31
H 3.425 2.307 2.379 -0.33 -0.22 -0.25
H 3.198 1.916 0.631 0.29 0.06 0.36
H 3.338 0.598 1.832 -0.16 0.31 -0.14
H 1.033 3.352 3.682 -0.04 -0.12 -0.29
H 0.097 3.877 2.249 0.34 0.11 0.25
H 1.857 3.970 2.218 -0.16 -0.06 0.01
H -4.432 2.509 0.435 0.21 -0.49 -0.26
H -4.336 0.753 0.802 0.42 0.45 -0.19
H -3.807 1.339 -0.799 -0.38 0.24 0.16
H -3.424 3.811 1.754 0.26 -0.24 -0.04
H -2.225 4.335 0.541 -0.10 -0.14 0.40
H -1.701 3.913 2.196 -0.27 0.08 -0.13
H -3.324 1.175 2.842 0.15 0.05 0.11
H -1.644 1.600 3.274 -0.15 -0.07 -0.12
H -1.988 0.055 2.459 -0.09 0.08 0.15
C -3.006 -2.047 -0.406 2.02 -0.12 -1.31
C -2.992 -2.882 0.842 -1.00 0.29 -0.60
C -4.368 -3.060 1.402 1.48 0.19 0.88
C -5.486 -2.918 0.625 -0.72 0.92 -0.38
C -5.408 -2.090 -0.548 -0.33 -0.81 0.43
C -4.206 -1.555 -0.972 0.20 0.00 -0.31
O -1.917 -1.862 -1.083 -1.99 -0.05 0.91
H -2.422 -2.341 1.584 0.58 -0.04 0.35
H -2.499 -3.872 0.655 -0.27 0.66 0.10
H -4.330 -3.132 2.514 -0.82 -0.65 -0.94
H -6.459 -3.212 1.010 0.03 0.00 -0.12
H -6.301 -1.833 -1.125 0.00 -0.15 0.42
H -4.142 -0.881 -1.833 -0.08 -0.36 0.33
N 2.317 -2.108 -1.064 0.92 1.35 -0.10
C 3.394 -1.645 -0.908 -2.61 -1.17 -0.16
C 4.671 -1.173 -0.671 0.44 0.08 -0.33
C 5.289 -0.400 -1.658 0.78 0.75 0.41
C 6.606 0.028 -1.419 -0.13 -0.01 -0.58
C 7.307 -0.383 -0.258 -0.57 -0.19 -0.45
C 6.639 -1.200 0.681 0.11 0.33 0.38
C 5.318 -1.572 0.499 0.06 -0.20 0.24
H 4.683 -0.089 -2.514 0.65 -0.13 0.07
H 7.083 0.658 -2.191 -0.15 -0.42 0.67
H 8.364 -0.085 -0.108 -0.87 -0.22 -0.07
H 7.122 -1.506 1.604 0.17 0.03 -0.25
H 4.735 -2.181 1.201 0.68 0.19 -0.10
```
Forces are in eV/Å.

Results
Total energy in Eh: -2306.35537
Maximum force in eV/A: 3.1
Highest occupied orbital energy (spin up / spin down) in Ha: -0.7035 / -0.7026
Total charge: +4
Energy above the lowest of the compared OMol25 structures with the same formula, charge and spin in kcal per mole: 29.5